*P*
The following is a quantum chemistry calculation of C33H44Cl2N7O8P2Tl as an isolated structure, from the OMol25 dataset.

```
97
Properties=species:S:1:pos:R:3:lowdin_charge:R:1
Tl -0.19 -0.80 -1.75 1.00
Cl -2.86 -6.23 -0.97 0.62
Cl 1.92 -8.10 0.67 0.59
P 1.17 0.45 3.31 0.51
P -1.08 2.49 0.13 0.76
O 0.15 -0.33 2.30 -0.10
O 0.60 1.61 4.02 -0.27
O -1.44 1.18 -0.64 -0.65
O 1.71 0.88 -2.32 -0.30
O -1.56 -3.56 -0.74 -0.13
O -1.27 -1.00 3.90 0.09
O -2.52 -0.08 -4.01 0.03
O 2.63 -1.51 -2.20 -0.20
N 2.93 0.56 -2.70 -0.26
N 1.78 -0.65 4.39 -0.29
N 0.99 -3.03 0.11 0.11
N 3.42 -0.64 -2.62 -0.06
N -2.42 2.85 1.15 -0.41
N -1.47 3.69 -1.15 -0.40
N 2.39 0.73 2.23 -0.28
C -1.47 5.06 -0.68 -0.20
C 0.57 -4.32 0.03 -0.12
C -0.39 -6.94 -0.13 -0.17
C 2.25 -1.93 3.90 -0.10
C -3.56 1.94 -3.34 -0.02
C -5.78 -0.60 -0.57 -0.10
C -2.25 2.75 2.58 -0.17
C -3.61 -1.64 -1.94 -0.04
C 0.90 -6.72 0.27 -0.63
C 3.15 -3.80 0.78 -0.06
C -0.82 -4.51 -0.43 -0.43
C 5.88 2.36 -4.06 -0.12
C -5.32 -1.88 -0.28 -0.09
C -1.04 -0.86 2.73 -0.52
C -3.76 2.60 0.70 -0.16
C 3.78 1.58 -3.18 -0.17
C -4.23 -2.40 -0.96 -0.07
C 5.38 3.67 -4.11 -0.13
C 3.28 2.88 -3.23 -0.01
C 1.42 -5.41 0.36 -0.19
C -1.94 -1.16 1.59 0.02
C 2.23 -2.79 0.45 -0.17
C 2.74 -5.10 0.74 -0.05
C 3.48 1.53 2.77 -0.12
C 5.09 1.32 -3.60 -0.04
C -3.32 0.46 -3.26 -0.41
C 1.25 -0.68 5.74 -0.12
C -4.05 -0.35 -2.23 -0.15
C 4.08 3.91 -3.69 -0.10
C -1.22 -5.88 -0.46 -0.59
C -0.57 3.54 -2.27 -0.19
C 2.22 0.88 0.79 -0.12
C -5.14 0.17 -1.53 -0.05
H -1.46 -1.86 0.90 0.06
H -2.76 3.57 3.10 0.07
H -2.12 5.16 0.19 0.05
H -2.86 -1.59 1.96 0.09
H -2.75 -2.04 -2.46 0.08
H 0.88 0.32 6.00 0.07
H 6.89 2.16 -4.38 0.09
H 2.71 -1.81 2.93 0.06
H 2.07 1.92 0.50 0.07
H 0.45 3.91 -2.03 0.06
H 1.36 0.32 0.45 0.03
H -3.82 -3.37 -0.73 0.07
H 0.42 -1.38 5.83 0.07
H -5.49 1.17 -1.72 0.10
H 3.11 0.49 0.28 0.08
H -3.08 2.32 -4.24 0.08
H -0.47 5.42 -0.40 0.06
H -3.77 2.57 -0.39 0.04
H -0.93 4.12 -3.13 0.07
H -0.77 -7.95 -0.20 0.09
H 4.16 -3.54 1.06 0.10
H -1.19 2.78 2.83 0.03
H 1.43 -2.66 3.81 0.09
H -6.62 -0.18 -0.02 0.09
H 2.54 -1.75 0.46 0.08
H 4.41 1.27 2.26 0.08
H -2.13 -0.24 1.02 0.06
H 2.27 3.04 -2.90 0.08
H -1.84 5.73 -1.48 0.06
H -0.48 2.50 -2.56 0.05
H -5.80 -2.46 0.49 0.10
H 3.68 4.92 -3.73 0.10
H -4.62 2.19 -3.34 0.07
H 2.05 -0.96 6.43 0.07
H -4.16 1.64 1.05 0.07
H -3.09 2.41 -2.46 0.06
H 2.99 -2.33 4.60 0.08
H 3.42 -5.91 0.99 0.08
H 3.61 1.34 3.84 0.07
H 5.47 0.31 -3.56 0.10
H -4.46 3.39 1.03 0.07
H 6.01 4.47 -4.47 0.08
H 3.30 2.61 2.63 0.08
H -2.65 1.81 2.99 0.07
```

Properties
HOMO-LUMO gap ... 6.3 eV
Charge ... -2
HOMO ... -2.1 eV

*Q*
The following is a quantum chemistry calculation of C33H44Cl2N7O8P2Tl as an isolated structure, from the OMol25 dataset.

```
97
Properties=species:S:1:pos:R:3:lowdin_charge:R:1
Tl 0.58 0.24 -0.61 1.07
Cl 1.83 5.45 -3.22 0.61
Cl 0.90 3.12 -7.99 0.58
P -2.98 -0.15 1.58 0.47
P -2.79 2.42 0.48 0.46
O 1.88 1.24 1.70 -0.26
O -3.36 1.44 1.64 -0.28
O -0.13 -2.59 -1.09 -0.16
O 3.07 -0.34 0.09 -0.26
O 1.03 2.79 -2.09 -0.14
O -2.74 1.79 -0.84 -0.27
O -0.18 -3.39 2.58 0.06
O -1.52 -0.34 1.58 -0.29
N 3.70 0.35 1.01 -0.25
N -3.91 3.66 0.48 -0.30
N 3.13 1.16 1.83 -0.04
N -1.40 3.02 1.13 -0.27
N -3.83 -0.67 2.93 -0.29
N 0.19 0.61 -3.51 0.07
N -3.79 -0.80 0.31 -0.29
C -0.69 2.47 2.29 -0.10
C 5.73 -0.68 0.23 -0.02
C -3.92 -2.14 3.04 -0.10
C 3.37 -4.86 1.58 -0.14
C 0.57 1.72 -4.18 -0.13
C 3.06 -3.56 1.46 -0.07
C 1.66 -3.14 1.03 -0.21
C -0.56 -4.84 -1.70 -0.04
C -0.32 -0.47 -5.57 -0.07
C 1.00 2.86 -3.34 -0.43
C 5.11 0.19 1.13 -0.17
C -0.49 3.61 0.13 -0.10
C 7.10 -0.89 0.31 -0.09
C 1.38 -5.55 0.40 -0.09
C 0.92 2.99 -6.23 -0.63
C 7.24 0.63 2.15 -0.11
C 1.35 4.01 -4.10 -0.59
C 1.38 -1.70 3.16 -0.01
C 5.87 0.85 2.09 -0.03
C 0.53 1.79 -5.60 -0.19
C 0.07 0.63 -6.28 -0.05
C -3.02 -1.26 -0.86 -0.09
C 0.14 -3.79 -0.84 -0.45
C -5.10 -0.25 -0.01 -0.11
C 1.03 -4.19 0.16 -0.18
C -3.99 4.58 1.60 -0.12
C 2.46 -5.91 1.16 -0.15
C 7.87 -0.23 1.26 -0.13
C -4.47 4.14 -0.77 -0.12
C -3.33 -0.09 4.18 -0.12
C 0.84 -2.80 2.29 -0.38
C 1.32 4.07 -5.49 -0.17
C -0.24 -0.44 -4.17 -0.14
H -5.57 4.22 -0.70 0.07
H -5.69 -0.11 0.90 0.08
H -3.97 -0.44 5.00 0.07
H 2.72 -6.95 1.30 0.06
H 0.00 4.49 0.55 0.09
H 1.74 -2.20 0.47 0.09
H 0.74 -1.55 4.03 0.07
H 5.38 1.52 2.78 0.10
H 0.27 2.90 -0.19 0.01
H -4.22 3.45 -1.57 0.07
H -4.56 -2.38 3.89 0.07
H -1.28 -4.33 -2.34 0.06
H 1.61 4.99 -5.98 0.09
H 0.03 0.64 -7.36 0.07
H -2.06 -1.67 -0.55 0.05
H -1.08 -5.58 -1.09 0.06
H -5.03 0.71 -0.54 0.07
H -4.08 5.13 -1.02 0.08
H -3.57 5.56 1.33 0.08
H 7.82 1.15 2.90 0.09
H -4.36 -2.55 2.14 0.07
H -0.52 -1.31 -3.57 0.10
H 4.36 -5.15 1.94 0.08
H -1.34 1.83 2.87 0.05
H 0.79 -6.33 -0.07 0.09
H 0.18 1.89 1.98 0.03
H -3.59 -2.05 -1.35 0.08
H -5.63 -0.96 -0.65 0.08
H -2.30 -0.40 4.40 0.09
H -3.39 0.99 4.14 0.07
H 5.11 -1.18 -0.49 0.11
H -1.04 3.91 -0.77 0.08
H 7.57 -1.57 -0.39 0.10
H -3.43 4.19 2.45 0.07
H -0.68 -1.36 -6.08 0.09
H 8.94 -0.40 1.32 0.09
H 1.44 -0.77 2.58 0.05
H 2.39 -1.94 3.49 0.08
H 3.79 -2.79 1.67 0.09
H -0.37 3.30 2.93 0.09
H -2.94 -2.61 3.19 0.08
H -5.03 4.72 1.91 0.08
H 0.16 -5.36 -2.34 0.07
H -2.83 -0.44 -1.56 0.07
```

Properties
HOMO-LUMO gap ... 5.0 eV
Charge ... -2
HOMO ... -0.9 eV

What should be chosen as the least stable of them? Choose *Q*.

*P*
The following is a quantum chemistry calculation of C4H4BrClN2 as an isolated structure, from the OMol25 dataset.

```
12
Properties=species:S:1:pos:R:3:lowdin_charge:R:1
Br 1.92 -1.74 1.67 0.68
Cl 3.00 0.46 0.04 0.62
N 0.48 0.46 0.62 -0.05
N 0.11 -0.25 -2.09 0.08
C -0.78 0.28 1.21 -0.29
C -1.65 -0.64 0.89 -0.02
C 1.55 -0.19 0.66 -1.29
C 0.18 0.70 -2.66 -0.07
H 0.21 1.58 -3.30 0.08
H -1.37 -1.18 -0.12 0.08
H -2.74 -0.52 1.10 0.07
H -0.92 1.04 1.98 0.11
```

Properties
HOMO-LUMO gap ... 9.9 eV
HOMO ... -9.3 eV

*Q*
The following is a quantum chemistry calculation of one molecule with the formula C4H4BrClN2, from the OMol25 dataset.

```
12
Properties=species:S:1:pos:R:3:lowdin_charge:R:1
Br 1.83 -0.91 -2.09 0.68
Cl 0.35 2.96 -0.55 0.51
N -1.03 -0.08 0.92 0.08
N 0.49 -0.78 -0.87 -0.53
C 0.77 1.71 0.72 -0.51
C -0.03 0.53 0.60 -0.18
C -1.38 -1.24 0.33 -0.17
C -0.51 -1.61 -0.69 -0.26
H 0.59 2.18 1.68 0.09
H 1.84 1.50 0.58 0.08
H -0.66 -2.50 -1.28 0.11
H -2.25 -1.77 0.66 0.09
```

Properties
HOMO-LUMO gap ... 8.3 eV
HOMO ... -8.0 eV

*R*
The following is a quantum chemistry calculation of one molecule with the formula C4H4BrClN2, from the OMol25 dataset.

```
12
Properties=species:S:1:pos:R:3:lowdin_charge:R:1
Br 3.10 2.58 -1.15 0.75
Cl 4.38 -0.34 -0.43 0.62
N 2.71 -0.32 -0.72 -0.61
N 2.05 -1.34 -0.36 -0.04
C 0.85 -1.19 -0.02 -0.17
C -0.01 0.02 0.08 -0.17
C 0.79 1.23 -0.27 -0.19
C 2.03 1.16 -0.62 -0.70
H 0.41 2.31 -0.16 0.13
H -0.96 0.16 -0.55 0.14
H -0.31 -0.06 1.17 0.13
H 0.43 -2.15 0.22 0.10
```

Properties
HOMO-LUMO gap ... 8.9 eV
SMILES ... ClN1N=CCC=C1Br
HOMO ... -8.3 eV

What should be chosen as the least stable of them? Choose *R*.

*P*
The following is a quantum chemistry calculation of one molecule with the formula C5H7FO2, from the OMol25 dataset.

```
15
Properties=species:S:1:pos:R:3:lowdin_charge:R:1
F -1.59 -1.21 0.93 -0.07
O 0.34 1.57 0.50 -0.07
O 2.18 -1.28 -0.48 0.07
C -0.72 1.50 -0.34 -0.15
C -1.38 -0.99 -0.44 -0.19
C -1.44 0.47 -0.78 -0.05
C 1.03 0.37 0.83 -0.14
C 1.82 -0.13 -0.36 -0.23
H 1.73 0.65 1.62 0.15
H -0.42 -1.43 -0.69 0.09
H -1.01 2.51 -0.63 0.13
H 2.08 0.67 -1.10 0.14
H -2.19 -1.53 -0.97 0.12
H -2.23 0.75 -1.46 0.09
H 0.34 -0.40 1.20 0.12
```

Properties
HOMO-LUMO gap ... 10.2 eV
SMILES ... O=CCO/C=C\CF
HOMO ... -9.4 eV

*Q*
The following is a quantum chemistry calculation of a 2-piece molecular cluster, C5H7FO2 overall, from the OMol25 dataset.

```
15
Properties=species:S:1:pos:R:3:lowdin_charge:R:1
F -0.38 1.68 -0.23 -0.02
O 1.94 -1.47 0.33 0.09
O -1.22 -1.77 0.26 0.02
C -1.35 -0.44 0.11 -0.39
C -2.77 0.01 -0.01 0.00
C -0.26 0.33 -0.05 -0.05
C 2.77 0.72 -0.18 -0.05
C 1.76 -0.33 0.05 -0.26
H -3.07 0.73 0.60 0.03
H -3.07 0.32 -1.02 0.11
H 3.59 0.42 0.57 0.12
H -3.28 -0.81 0.37 0.07
H 3.10 0.96 -1.24 0.11
H 2.54 1.78 0.09 0.09
H -0.29 -2.15 0.36 0.14
```

Properties
HOMO-LUMO gap ... 9.1 eV
HOMO ... -8.3 eV

What should be chosen as the least stable of them? Choose *Q*.

*P*
The following is a quantum chemistry calculation of a 2-piece molecular cluster, C5H8N2O5 overall, from the OMol25 dataset.

```
20
Properties=species:S:1:pos:R:3:lowdin_charge:R:1
O -3.31 1.44 0.74 0.13
O 3.92 -0.22 -0.32 0.12
O 0.42 0.09 0.22 -0.11
O -1.20 -0.69 -0.86 0.00
O 2.42 1.29 -1.03 0.12
N -3.26 -0.76 -0.11 0.17
N -1.46 0.57 -0.28 0.14
C 2.02 -0.59 1.85 -0.02
C 1.66 -0.50 0.37 -0.36
C -2.68 0.44 0.14 -0.48
C -2.30 -1.39 -0.71 -0.18
C 2.69 0.29 -0.40 -0.47
H 2.98 -1.11 2.00 0.08
H -4.18 1.12 0.95 0.11
H 1.23 -1.15 2.39 0.09
H -2.30 -2.39 -1.11 0.14
H 1.65 -1.52 -0.06 0.16
H 0.65 0.88 -0.36 0.12
H 4.50 0.36 -0.85 0.14
H 2.08 0.42 2.28 0.10
```

Properties
HOMO-LUMO gap ... 10.4 eV
SMILES ... C[C@@H](O)C(=O)O.Oc1ncon1
HOMO ... -9.7 eV

*Q*
The following is a quantum chemistry calculation of one molecule with the formula C5H8N2O5, from the OMol25 dataset.

```
20
Properties=species:S:1:pos:R:3:lowdin_charge:R:1
O 1.50 -0.49 -3.65 0.02
O -2.53 0.97 0.88 0.07
O 1.36 -1.24 -0.16 0.06
O -2.30 0.67 -1.59 0.12
O 2.95 -1.58 -1.82 0.01
N -0.58 0.39 -0.03 0.20
N -0.24 0.03 -2.34 0.20
C -1.36 0.66 1.03 -0.47
C 1.87 -1.13 -1.42 -0.55
C -1.09 0.32 -1.33 -0.33
C -0.69 0.77 2.35 0.03
C 1.00 -0.65 -2.38 -0.31
H -0.50 0.15 -3.32 0.18
H -0.74 -0.14 2.75 0.04
H -1.19 1.53 2.99 0.12
H -2.82 0.88 -0.66 0.15
H 0.43 1.07 2.32 0.13
H 0.38 0.17 -0.11 0.10
H 2.45 -0.65 -3.54 0.10
H 2.06 -1.39 0.44 0.10
```

Properties
HOMO-LUMO gap (alpha / beta) ... 6.4 / 6.4 eV
HOMO (alpha / beta) ... -6.3 / -6.3 eV

What should be chosen as the least stable of them? Choose *P*.

*P*
The following is a quantum chemistry calculation of C3H5ClN2 as an isolated structure, from the OMol25 dataset.

```
11
Properties=species:S:1:pos:R:3:lowdin_charge:R:1
Cl 3.13 0.58 -0.20 0.61
N 1.21 -1.11 0.05 -0.15
N -0.15 -1.05 -0.30 -0.03
C 1.57 0.12 0.28 -0.63
C -1.45 0.97 0.08 -0.12
C -0.25 0.37 -0.44 -0.14
H -1.89 0.57 0.97 0.08
H -2.05 1.01 -0.71 0.04
H -0.80 -1.59 0.28 0.14
H -1.15 1.95 0.31 0.07
H 1.86 -1.82 -0.32 0.14
```

Properties
HOMO-LUMO gap ... 8.0 eV
HOMO ... -7.2 eV

*Q*
The following is a quantum chemistry calculation of one molecule with the formula C3H5ClN2, from the OMol25 dataset.

```
11
Properties=species:S:1:pos:R:3:lowdin_charge:R:1
Cl -0.65 1.89 0.25 0.83
N 0.43 -1.64 -0.41 0.11
N 1.65 0.55 -0.15 0.03
C 0.53 -0.37 -0.09 -0.51
C -2.02 -0.15 0.25 0.02
C -0.71 0.32 0.10 -0.82
H 2.52 0.22 0.14 0.04
H -2.85 0.49 0.61 0.08
H 1.49 -1.87 -0.71 0.10
H -2.01 -1.08 -0.17 0.02
H 1.63 1.64 0.17 0.12
```

Properties
HOMO-LUMO gap ... 9.0 eV
SMILES ... [H]/N=C(\N)C(=C)Cl
HOMO ... -8.8 eV

What should be chosen as the least stable of them? Choose *P*.

*P*
The following is a quantum chemistry calculation of H4O2Rb as an isolated structure, from the OMol25 dataset.

```
7
Properties=species:S:1:pos:R:3:lowdin_charge:R:1
Rb -20.91 14.04 6.20 0.99
O -17.23 13.38 2.38 -0.06
O -24.28 14.99 2.02 -0.06
H -16.80 12.61 2.01 0.03
H -25.01 14.37 1.98 0.03
H -17.54 13.88 1.62 0.03
H -24.40 15.55 1.26 0.03
```

Properties
HOMO-LUMO gap ... 9.9 eV
Charge ... +1
HOMO ... -14.2 eV

*Q*
The following is a quantum chemistry calculation of H4O2Rb as an isolated structure, from the OMol25 dataset.

```
7
Properties=species:S:1:pos:R:3:lowdin_charge:R:1
Rb -1.58 0.21 -0.31 1.07
O -0.24 -2.39 -0.40 -0.15
O 0.31 2.32 0.42 -0.15
H 0.78 1.96 1.18 0.05
H -0.34 -3.27 -0.78 0.06
H 0.67 -2.12 -0.60 0.05
H 0.40 3.28 0.49 0.06
```

Properties
HOMO-LUMO gap ... 12.3 eV
Charge ... +1
HOMO ... -16.1 eV

What should be chosen as the least stable of them? Choose *P*.